# C19H25N2O2

A structure of composition C19H25N2O2 in a non-equilibrium geometry (wB97M-V/def2-TZVPD, the OMol25 dataset).

```
48
Properties=species:S:1:pos:R:3:forces:R:3
C -5.8006 3.5490 -0.5713 0.0 -0.6 0.1
O -5.8277 2.0919 -0.5086 0.9 0.0 0.2
C -4.6589 1.4124 -0.3450 0.1 0.1 -0.2
C -4.6953 -0.0022 -0.5077 -0.2 0.7 -0.1
C -3.5160 -0.7220 -0.5790 -0.1 0.0 0.1
C -2.2657 -0.1213 -0.3285 0.1 0.1 0.2
C -1.0093 -0.9185 -0.3920 -0.9 -0.5 -1.1
C 0.2338 -0.1671 -0.4606 0.9 -0.3 0.2
C 1.4782 -0.7034 -0.3289 -0.8 0.1 -0.3
C 2.6926 0.0725 -0.3308 0.8 0.5 -0.2
C 3.9430 -0.5887 -0.3866 -0.2 0.4 0.0
C 5.1300 0.1096 -0.4916 -0.2 0.7 0.2
C 5.1050 1.5268 -0.5206 0.0 -0.2 -0.2
O 6.3159 2.1397 -0.6191 -0.8 0.4 0.2
C 6.3463 3.5914 -0.5969 -0.1 -0.5 0.0
C 3.8670 2.2120 -0.4661 0.7 -0.3 0.1
C 2.6938 1.4837 -0.3469 0.2 -0.3 -0.1
C -2.2577 1.2642 -0.0497 -0.2 -0.2 -0.1
C -3.4153 2.0325 -0.0924 -0.3 -0.1 -0.1
H -6.8537 3.8171 -0.6845 0.3 0.1 0.0
H -5.3885 3.9855 0.3517 -0.2 -0.2 -0.3
H -5.2198 3.8999 -1.4389 -0.2 -0.2 0.3
H -5.6703 -0.4757 -0.6236 0.3 0.1 -0.2
H -3.5631 -1.7757 -0.8766 0.0 0.3 0.3
H -1.0402 -1.7885 -1.0473 -0.1 0.3 -0.2
H 0.1519 0.8817 -0.7780 -0.1 -0.5 0.7
H 1.5968 -1.7869 -0.2711 -0.1 0.1 0.3
H 3.9614 -1.6705 -0.3534 0.0 0.0 0.0
H 6.0908 -0.3914 -0.5230 -0.1 0.0 0.0
H 7.4109 3.8346 -0.6266 -0.3 0.1 0.0
H 5.8316 4.0056 -1.4815 0.2 -0.2 0.3
H 5.8864 3.9859 0.3270 0.2 -0.2 -0.4
H 3.8574 3.3004 -0.4935 -0.1 -0.3 0.0
H 1.7575 2.0255 -0.2598 0.1 0.0 0.0
H -1.3292 1.7899 0.1517 -0.2 -0.2 0.1
H -3.3449 3.1147 0.0569 -0.1 -0.5 -0.1
C -1.0411 -4.6762 0.4614 -0.1 0.1 0.1
N -0.3441 -3.4667 0.9499 0.1 -0.3 -0.1
C 0.1365 -3.7235 2.3129 -0.1 0.0 0.1
N -1.2084 -2.3191 0.9907 0.7 0.4 -0.2
H -0.3484 -5.5232 0.5677 -0.2 0.4 -0.1
H -1.9447 -4.9012 1.0635 0.2 0.1 -0.1
H -1.3255 -4.6036 -0.5924 0.1 0.2 0.2
H 0.7859 -4.6025 2.3039 -0.1 0.3 0.0
H 0.6919 -2.8597 2.6787 0.1 -0.1 0.0
H -0.7108 -3.9033 2.9936 0.1 -0.1 0.0
H -1.0016 -1.8217 1.8515 -0.5 0.1 0.1
H -2.1839 -2.6136 0.9112 -0.1 0.4 0.3
```
Positions in Å, forces in eV/Å.

Results
- Net charge: +1
- E_HOMO: -0.39004 Ha
- Relative energy (zero: lowest compared OMol25 entry of this formula, charge and spin): 94.3 kcal/mol